{
  "formula": "C21H54Cl3N4O9P4PdSi",
  "method": "ωB97M-V/def2-TZVPD",
  "elements": ["Pd", "Cl", "Cl", "Cl", "P", "P", "P", "P", "Si", "O", "O", "O", "O", "O", "O", "O", "O", "O", "N", "N", "N", "N", "C", "C", "C", "C", "C", "C", "C", "C", "C", "C", "C", "C", "C", "C", "C", "C", "C", "C", "C", "C", "C", "H", "H", "H", "H", "H", "H", "H", "H", "H", "H", "H", "H", "H", "H", "H", "H", "H", "H", "H", "H", "H", "H", "H", "H", "H", "H", "H", "H", "H", "H", "H", "H", "H", "H", "H", "H", "H", "H", "H", "H", "H", "H", "H", "H", "H", "H", "H", "H", "H", "H", "H", "H", "H", "H"],
  "positions_angstrom": [[-0.1004, -1.4056, -0.3622], [-3.0734, 1.0336, 1.6182], [-2.5754, -1.8128, -0.1932], [-0.8541, -1.2825, 2.3022], [-0.6056, 2.4872, 1.5001], [2.1518, -1.3668, -2.0001], [1.5366, -3.9761, -0.5425], [-3.0809, 2.0772, -0.3456], [-1.6091, -0.0370, 0.6469], [1.9347, -0.4685, -0.8171], [-4.6752, 3.2542, 2.7463], [0.6951, 3.3774, 1.5207], [-0.8764, 2.3465, 3.0586], [-0.1808, 1.1374, 0.7377], [0.0766, -3.7401, -0.5353], [2.2989, -2.9115, -1.5532], [-4.5472, 2.3374, -0.8368], [-2.1781, 1.0691, -1.0660], [1.0831, -1.3528, -3.2656], [1.9371, -5.3934, -1.2448], [2.3123, -3.8466, 0.8949], [3.5698, -0.9616, -2.7202], [2.9584, 3.9607, 1.0868], [0.9898, -6.5027, -1.2575], [1.0070, 1.7239, 4.4485], [-6.2337, 2.4074, -2.5368], [-3.8592, 3.0176, -3.1113], [-0.9121, 3.1206, 5.3224], [-4.0978, 2.4512, 2.2027], [-1.9314, 3.5200, 0.2445], [-3.8202, -0.1177, 2.5961], [1.3066, 3.8501, -0.8170], [4.0333, -1.6872, -3.8963], [-4.1711, -0.4096, 4.0287], [1.7539, 3.2591, 0.5033], [0.5498, 0.0061, -3.4766], [3.2842, -5.7133, -1.6907], [4.6433, -0.3844, -1.9187], [0.0194, -2.3531, -3.4039], [3.2798, -4.8416, 1.3442], [0.0015, 2.8147, 4.1582], [2.4401, -2.5826, 1.6129], [-4.9583, 3.0649, -2.0704], [3.2627, -6.0163, -2.7403], [-3.7133, 1.9930, -3.4575], [-5.1383, 4.0936, -1.7574], [1.5424, 1.4341, 3.5437], [3.7106, -6.5327, -1.1059], [2.1557, 3.8782, -1.4997], [-2.9058, 3.3617, -2.6995], [-0.3088, -2.3463, -4.4448], [0.9389, 4.8686, -0.6775], [4.3050, -4.5645, 1.0764], [3.2329, 3.5199, 2.0450], [5.1767, 0.3588, -2.5142], [-2.2004, 1.2646, 2.6936], [5.3603, -1.1476, -1.5973], [-6.6271, 2.9544, -3.3941], [0.5306, 3.2370, -1.2774], [4.7215, -2.4927, -3.6193], [3.1834, -2.1113, -4.4245], [3.2174, -4.9208, 2.4304], [-4.0833, -1.4771, 4.2120], [-2.5172, 4.1785, 0.8873], [-1.3399, 2.2027, 5.7288], [-6.0399, 1.3766, -2.8337], [-5.1983, -0.0823, 4.2124], [-3.9912, 0.5831, 0.6291], [0.3931, -3.3443, -3.1632], [3.9283, -4.8408, -1.6033], [1.7871, -1.8214, 1.1962], [4.2233, 0.1005, -1.0419], [-4.1211, 3.6507, -3.9573], [1.3505, -7.3282, -0.6371], [3.0513, -5.8168, 0.9257], [0.0281, -6.1636, -0.8822], [-0.8392, -2.1365, -2.7629], [-2.0311, 1.9475, 1.2975], [0.1954, 0.0853, -4.5049], [0.5034, 3.7204, 3.8254], [-0.2762, 0.2122, -2.7884], [-0.3425, 3.6129, 6.1102], [3.8019, 3.8526, 0.4052], [2.7549, 5.0223, 1.2325], [4.5554, -1.0007, -4.5647], [-1.3794, 4.0925, -0.4991], [1.7266, 2.0836, 5.1848], [-3.5354, 0.1487, 4.7242], [1.9612, 2.1963, 0.3668], [3.4722, -2.2207, 1.5585], [2.1704, -2.7313, 2.6599], [1.3380, 0.7416, -3.3198], [-6.9847, 2.4123, -1.7484], [0.5053, 0.8413, 4.8467], [-1.7259, 3.7790, 5.0185], [-4.1682, -1.0089, 2.0718], [0.8599, -6.8680, -2.2785]],
  "atomic_forces_ev_per_a": [[-1.175, -0.085, 0.216], [2.479, -7.701, 2.811], [-0.445, 0.419, -0.203], [-0.343, 0.725, 0.536], [-1.153, -0.620, -2.877], [0.631, -0.036, 0.023], [0.254, 0.076, -0.453], [0.713, 3.168, -0.170], [5.030, -2.827, -2.509], [-0.354, -0.207, -0.446], [0.274, 0.238, 0.887], [0.065, -0.047, -0.264], [0.516, 1.124, 0.245], [-1.075, 1.299, 1.247], [0.339, -0.104, 0.054], [-0.138, 0.036, -0.028], [0.235, 0.846, -1.237], [-0.514, -0.348, 1.247], [-0.400, 0.139, 0.564], [0.047, -0.070, 0.165], [0.239, -0.147, -0.069], [0.062, -0.054, 0.144], [-0.067, -0.027, 0.054], [0.002, 0.049, -0.034], [-0.033, 0.009, -0.033], [-0.021, 0.073, 0.077], [0.093, -0.233, 0.220], [-0.054, -0.075, -0.038], [-4.930, 4.686, 0.467], [0.557, -0.078, -0.395], [-2.414, -2.694, 0.801], [-0.080, -0.035, 0.059], [-0.034, 0.028, 0.038], [0.852, 1.750, 0.252], [0.196, 0.006, -0.094], [0.146, -0.043, -0.222], [-0.090, 0.057, -0.116], [-0.034, 0.003, -0.013], [0.160, -0.118, -0.204], [-0.122, -0.040, 0.022], [0.063, -0.124, 0.180], [-0.025, -0.016, -0.023], [-0.009, -0.107, -0.214], [0.013, -0.007, 0.002], [-0.029, 0.022, -0.067], [-0.010, -0.027, 0.113], [0.041, 0.035, 0.012], [0.017, 0.011, 0.004], [0.003, 0.005, -0.001], [-0.027, 0.154, -0.086], [0.010, -0.011, -0.003], [0.026, 0.011, -0.031], [0.003, 0.005, 0.013], [0.009, 0.011, 0.003], [0.019, -0.014, 0.001], [-0.835, -0.570, 0.333], [0.001, -0.002, -0.002], [-0.020, -0.027, -0.006], [0.005, 0.013, -0.017], [-0.001, -0.002, 0.002], [0.020, 0.009, -0.043], [0.012, 0.006, 0.002], [0.078, -0.015, -0.002], [-0.002, 0.103, -0.102], [-0.002, 0.003, -0.001], [-0.003, 0.004, -0.010], [-0.040, -0.164, 0.081], [-1.497, -0.499, -0.338], [-0.018, -0.011, -0.018], [0.032, -0.023, 0.012], [0.002, 0.007, 0.006], [0.020, 0.016, 0.002], [0.013, 0.009, -0.003], [-0.007, 0.007, 0.014], [0.014, -0.018, 0.028], [-0.016, -0.029, -0.013], [0.007, -0.001, 0.015], [2.620, 1.712, 0.580], [0.001, 0.010, 0.001], [-0.071, -0.013, -0.148], [0.004, 0.025, -0.001], [-0.013, -0.013, 0.018], [0.010, 0.031, 0.007], [0.020, 0.006, -0.015], [0.008, -0.013, -0.008], [-0.079, -0.047, -0.101], [0.010, -0.033, 0.007], [-0.042, -0.164, 0.167], [-0.083, -0.033, 0.108], [-0.007, 0.016, -0.005], [0.004, 0.009, 0.004], [-0.018, 0.029, -0.038], [-0.012, 0.005, -0.007], [0.009, -0.015, -0.018], [0.045, 0.064, 0.018], [0.309, 0.531, -1.138], [0.004, -0.010, 0.003]],
  "multiplicity": 3,
  "e_tot_ev": -133106.2420,
  "orbital_gap_ev": [6.7, 5.7],
  "s2": 2.03,
  "largest_force_ev_per_a": 8.6,
  "lumo_energy_ev": [-2.7, -4.1],
  "total_charge": 1
}